Density functional theory data (ωB97M-V with the def2-TZVPD basis set) for a molecular structure, C43H56BrMnN6O6P4S2 at a distorted geometry.

```
119
C43H56BrMnN6O6P4S2, DFT ωB97M-V with the def2-TZVPD basis set
Mn -0.11438 0.96957 0.06573
S -2.79147 0.62225 -0.15998
P -2.04012 -0.30182 -1.78638
C -0.32404 -0.02632 -2.06175
P -0.01058 1.52531 -2.82139
S -0.62077 3.22822 -2.01220
C 1.81315 1.54590 -2.97505
C 2.43166 0.39255 -3.45443
C 3.81145 0.32677 -3.54095
C 4.58142 1.41809 -3.15674
C 3.96629 2.56854 -2.68946
C 2.58230 2.63466 -2.59609
C -0.46673 1.49694 -4.60667
C -0.89616 0.32150 -5.21280
C -1.31279 0.32639 -6.53496
C -1.28064 1.50384 -7.26713
C -0.83231 2.67610 -6.67207
C -0.42976 2.67341 -5.34627
C -2.24432 -2.08069 -1.62747
C -3.39259 -2.61267 -0.97484
C -3.59822 -3.97736 -0.93427
C -2.67811 -4.85898 -1.52835
C -1.51704 -4.33365 -2.14982
C -1.30779 -2.97235 -2.19719
C -3.26102 0.07511 -3.11845
C -3.88716 -0.92276 -3.85427
C -4.78970 -0.58673 -4.85460
C -5.05495 0.74339 -5.14495
C -4.41916 1.74625 -4.42505
C -3.53565 1.41361 -3.41145
H 1.81669 -0.45309 -3.74372
H 4.28960 -0.57485 -3.90586
H 5.66190 1.36209 -3.21829
H 4.56425 3.41700 -2.38099
H 2.10082 3.51606 -2.19681
H -0.92478 -0.59520 -4.63472
H -1.67960 -0.58560 -6.98937
H -1.60606 1.50666 -8.30035
H -0.81322 3.59836 -7.24048
H -0.10351 3.58799 -4.86505
H -4.10503 -1.93132 -0.52138
H -4.47970 -4.37408 -0.43923
H -2.86230 -5.92858 -1.51737
H -0.79054 -5.00560 -2.59758
H -0.41881 -2.56783 -2.67476
H -3.67262 -1.96256 -3.63862
H -5.29130 -1.37133 -5.40880
H -5.76276 0.99648 -5.92585
H -4.61390 2.78875 -4.64891
H -3.05185 2.19041 -2.83347
C 2.96659 -1.58034 -0.43637
N 2.53771 -2.14955 0.83722
C 3.57137 -2.74893 1.65369
P 0.93768 -2.31451 1.12981
O 0.06190 -1.39731 0.40213
O 0.77136 -2.03158 2.76335
P -0.18417 -0.81999 3.26223
O -0.33433 0.28387 2.30797
N 0.58507 -0.32648 4.66066
C 0.44071 1.09690 4.96010
C 0.50812 -1.15886 5.84840
N -1.64140 -1.52052 3.65091
C -1.71703 -2.82812 4.28933
C -2.81441 -1.18932 2.84039
N 0.55452 -3.91565 1.02084
C -0.83628 -4.30694 1.16967
C 1.47494 -4.96153 0.63213
H 3.80115 -0.89509 -0.27516
H 2.15237 -1.00557 -0.87581
H 3.27752 -2.36553 -1.13662
H 4.08986 -3.55452 1.12112
H 3.13700 -3.15353 2.56591
H 4.31634 -1.99478 1.92414
H -0.50728 1.31990 5.46972
H 0.48730 1.67020 4.03710
H 1.26472 1.40703 5.60749
H 0.78853 -2.18251 5.60451
H -0.49462 -1.15314 6.29579
H 1.21843 -0.78047 6.58450
H -0.72216 -3.23780 4.45528
H -2.26668 -3.52424 3.65243
H -2.23931 -2.75975 5.24902
H -2.63973 -0.27371 2.28511
H -3.68302 -1.06023 3.49383
H -3.03036 -1.97649 2.11048
H -1.17286 -4.85699 0.28854
H -0.98714 -4.93277 2.05922
H -1.45439 -3.41118 1.24052
H 2.33168 -4.54076 0.10908
H 0.96997 -5.64266 -0.05640
H 1.83230 -5.54142 1.49276
C -1.17478 5.42838 3.45575
N -0.59761 4.63465 2.38632
C 0.59219 5.11182 1.68212
C -1.07951 3.43283 2.00879
C -2.35146 2.90917 2.62244
O -0.48915 2.77307 1.16162
H -0.58633 6.33301 3.57735
H -1.16454 4.88963 4.40632
H -2.20239 5.72265 3.23240
H 0.79082 6.14434 1.95894
H 0.43441 5.03894 0.60627
H 1.46330 4.49739 1.90643
H -2.83334 3.59355 3.31315
H -2.11400 1.97153 3.12670
H -3.02612 2.66615 1.80035
Br 4.45408 -1.43296 4.52772
C 4.32027 0.25014 3.63727
C 5.17536 1.25822 4.04457
N 5.18164 2.44683 3.44697
C 4.34141 2.63510 2.43838
C 3.42819 1.68683 1.97701
C 3.41843 0.44522 2.60892
C 2.55780 2.03943 0.79005
O 2.62142 3.19624 0.39072
O 1.87018 1.09538 0.25195
H 5.87850 1.11416 4.85535
H 4.37516 3.59790 1.94289
H 2.72596 -0.31356 2.27911
```

Calculated values
- Kohn-Sham gap (alpha / beta) (eV) = 5.69 / 5.68
- total charge = -1
- maximum force (eV/A) = 2.2
- expectation value of S² = 0.803
- DFT total energy (eV) = -226921.302
- 2S+1 = 2



Density functional theory data (ωB97M-V with the def2-TZVPD basis set) for a molecular structure, C5H13N3 at a distorted geometry.

```
21
C5H13N3, DFT ωB97M-V with the def2-TZVPD basis set
C -1.39300 0.34103 1.33970
C -1.71376 1.25628 -0.91641
N -0.97959 0.30161 -0.07373
C -0.84896 -1.03690 -0.63613
N -1.03534 -2.05887 0.09155
H -0.84084 -2.92426 -0.40286
H -0.56543 -0.99465 -1.68722
H -1.14187 1.32527 1.73732
H -0.80993 -0.38020 1.90552
H -2.45025 0.11132 1.45116
H -1.40387 1.15915 -1.95551
H -2.78859 1.07984 -0.85097
H -1.50040 2.27120 -0.57671
C 2.90338 0.46959 -0.30698
C 1.69639 -0.33120 0.11843
N 1.86778 -1.24382 0.97949
H 1.00856 -1.79231 1.12638
H 0.37346 0.40378 -0.08013
H 3.12205 0.29882 -1.36481
H 3.78394 0.20401 0.28397
H 2.71625 1.54031 -0.18207
```

Calculated values
- relative energy (zero: lowest compared OMol25 entry of this formula, charge and spin) (kJ/mol) = 354.6
- Kohn-Sham gap (eV) = 7.53
- maximum force (eV/A) = 3.4
- DFT total energy (eV) = -9862.691



Density functional theory data (ωB97M-V with the def2-TZVPD basis set) for a single C7H10N2O molecule at a distorted geometry.

```
20
C7H10N2O, DFT ωB97M-V with the def2-TZVPD basis set
C 1.93416 0.88850 2.03719
C 1.03542 -0.03146 1.54921
C 1.81062 2.06938 1.36703
C 0.19328 0.62026 0.70610
C -1.34706 -1.10917 0.08092
C -0.65439 -0.13231 -1.97352
C -1.51457 -1.23774 -1.40690
N 0.67285 1.93861 0.61886
N -0.93800 0.31396 0.08318
O -1.32404 -2.50315 -2.02958
H 2.72449 0.67010 2.68145
H 1.08384 -1.07402 1.75539
H 2.36462 2.99222 1.47426
H -2.19312 -1.20017 0.79141
H -0.58309 -1.69884 0.40553
H 0.39840 -0.29931 -1.96858
H -1.10074 0.72175 -2.53107
H -2.64530 -1.07503 -1.59168
H 0.44765 2.56162 -0.08890
H -0.36503 -2.41519 -1.96031
```

Calculated values
- relative energy (zero: lowest compared OMol25 entry of this formula, charge and spin) (kJ/mol) = 456.1
- Kohn-Sham gap (alpha / beta) (eV) = 7.48 / 7.03
- maximum force (eV/A) = 5.0
- DFT total energy (eV) = -12444.721



Density functional theory data (ωB97M-V with the def2-TZVPD basis set) for 9 unconnected molecules or ions with the total composition C27H55BrFN2O11S at a distorted geometry.

```
98
C27H55BrFN2O11S, DFT ωB97M-V with the def2-TZVPD basis set
N 6.92127 -1.61176 0.56635
C 6.55984 -0.66440 -0.59575
O 7.42467 -0.36408 -1.56935
C 4.99535 -0.08020 -0.56483
C 4.08275 -1.17136 -1.37754
N 3.00123 -1.84462 -0.56259
Br 3.59473 -2.52261 1.10176
S 1.56082 -0.84441 -0.42015
O 0.65803 -1.41842 0.72741
O 1.86873 0.66731 -0.17131
F 0.66767 -1.05187 -1.88550
H 6.47673 -2.52886 0.27376
H 6.28410 -1.27301 1.34845
H 5.00865 0.94547 -1.15808
H 4.63708 0.16449 0.52151
H 4.80057 -2.02607 -1.77427
H 3.64638 -0.64417 -2.33087
H 2.69953 -2.69874 -1.12005
C 3.85372 5.04925 0.98843
C 3.15120 3.72076 1.07676
O 3.74079 2.66925 0.83287
C 1.69957 3.72878 1.47503
H 4.89550 4.88971 0.69055
H 3.36757 5.67740 0.23776
H 3.84037 5.54217 1.96380
H 1.11743 4.29803 0.74605
H 1.59024 4.16280 2.47209
H 1.32387 2.70023 1.49739
C 0.36194 -3.86185 -6.19767
C 0.69760 -4.13411 -4.75565
O 1.17927 -5.20990 -4.40433
C 0.42110 -3.03918 -3.76036
H 0.61456 -4.74022 -6.80111
H -0.70807 -3.66381 -6.29906
H 0.94279 -3.00983 -6.55988
H -0.64625 -2.80452 -3.75309
H 1.00461 -2.15054 -4.01391
H 0.71272 -3.37625 -2.75991
C -1.04202 8.24832 1.73456
C -0.14253 7.12727 2.18221
O 0.79336 6.74178 1.48346
C -0.43255 6.49632 3.51777
H -0.71387 8.60697 0.75315
H -2.07034 7.88812 1.64943
H -0.98627 9.07607 2.44605
H -1.43366 6.05802 3.51209
H -0.34958 7.24597 4.30872
H 0.29675 5.70208 3.70977
C -1.70278 2.92127 6.62485
C -2.03954 4.38830 6.65001
O -2.17866 5.02939 5.60962
C -2.19945 5.04034 7.99729
H -1.61795 2.58622 5.58560
H -0.74685 2.75087 7.12642
H -2.49608 2.34954 7.11303
H -1.26567 4.96443 8.56000
H -3.01490 4.56310 8.54661
H -2.44151 6.09979 7.86111
C -2.51198 -7.15948 -9.21511
C -1.27590 -6.80344 -8.43309
O -0.99663 -5.63303 -8.17828
C -0.39495 -7.93482 -7.97502
H -3.05074 -6.24324 -9.47918
H -2.23267 -7.67859 -10.13541
H -3.16782 -7.78811 -8.60748
H -0.02128 -8.48843 -8.84002
H -0.95642 -8.59795 -7.31209
H 0.45940 -7.52871 -7.42298
C 0.90351 -1.21862 3.76803
C 1.14191 -1.09129 5.24896
O 1.76457 -0.13889 5.71587
C 0.58897 -2.17427 6.13627
H 1.35874 -0.36622 3.25260
H 1.36207 -2.13811 3.39562
H -0.17006 -1.21857 3.56317
H 1.03353 -3.13631 5.86945
H -0.49860 -2.21677 6.03700
H 0.83721 -1.95064 7.17931
C -3.43475 -0.67799 4.38855
C -4.22788 0.34545 5.15649
O -4.14743 0.42814 6.38101
C -5.12308 1.26364 4.36815
H -2.83384 -1.27010 5.08697
H -4.11236 -1.34877 3.85439
H -2.76308 -0.17729 3.68664
H -5.87593 0.67941 3.83314
H -4.52666 1.85089 3.66539
H -5.63314 1.94925 5.05324
C -3.08196 -1.15167 -4.85202
C -2.82115 -1.40437 -6.31296
O -1.70571 -1.23176 -6.80161
C -3.97788 -1.87640 -7.15264
H -2.15710 -0.81570 -4.37113
H -3.83838 -0.37094 -4.73929
H -3.41234 -2.07448 -4.36854
H -4.77419 -1.12798 -7.14248
H -4.34815 -2.83152 -6.77173
H -3.64250 -2.01739 -8.18571
```

Calculated values
- Kohn-Sham gap (eV) = 4.20
- total charge = +1
- maximum force (eV/A) = 11.2
- DFT total energy (eV) = -137974.221



- Look up the maximum force of the fourth one.
  11.2 eV/A



- Which formula does entry 4 have?
  C27H55BrFN2O11S



Copy entry 2 word for word.
Density functional theory data (ωB97M-V with the def2-TZVPD basis set) for a molecular structure, C5H13N3 at a distorted geometry.

```
21
C5H13N3, DFT ωB97M-V with the def2-TZVPD basis set
C -1.39300 0.34103 1.33970
C -1.71376 1.25628 -0.91641
N -0.97959 0.30161 -0.07373
C -0.84896 -1.03690 -0.63613
N -1.03534 -2.05887 0.09155
H -0.84084 -2.92426 -0.40286
H -0.56543 -0.99465 -1.68722
H -1.14187 1.32527 1.73732
H -0.80993 -0.38020 1.90552
H -2.45025 0.11132 1.45116
H -1.40387 1.15915 -1.95551
H -2.78859 1.07984 -0.85097
H -1.50040 2.27120 -0.57671
C 2.90338 0.46959 -0.30698
C 1.69639 -0.33120 0.11843
N 1.86778 -1.24382 0.97949
H 1.00856 -1.79231 1.12638
H 0.37346 0.40378 -0.08013
H 3.12205 0.29882 -1.36481
H 3.78394 0.20401 0.28397
H 2.71625 1.54031 -0.18207
```

Calculated values
- relative energy (zero: lowest compared OMol25 entry of this formula, charge and spin) (kJ/mol) = 354.6
- Kohn-Sham gap (eV) = 7.53
- maximum force (eV/A) = 3.4
- DFT total energy (eV) = -9862.691